1.
The following is a DFT calculation (ωB97M-V/def2-TZVPD) of a single C16H18N4OS2 molecule in a non-equilibrium geometry.

Multiplicity: 1
Frontier orbital gap, eV: 8.4
SMILES: CCCCNc1nnc(SCC(=O)c2c[nH]c3ccccc23)s1
Net charge: 0
E, eV: -46562.29584

```
41
Properties=species:S:1:pos:R:3:lowdin_charge:R:1
C -1.421 2.324 6.770 -0.112
C -0.583 1.488 5.809 -0.267
C 0.412 2.317 4.995 -0.200
C -0.244 3.325 4.046 -0.201
N -1.138 2.709 3.089 -0.014
C -0.640 1.997 2.063 -0.652
N 0.585 2.020 1.661 0.005
N 0.817 1.277 0.583 -0.065
C -0.215 0.667 0.132 -0.963
S -0.265 -0.399 -1.230 0.936
C 1.440 -0.191 -1.868 -0.334
C 1.382 0.167 -3.341 -0.441
O 1.735 1.268 -3.715 0.082
C 0.887 -0.840 -4.266 -0.116
C 0.727 -0.556 -5.608 -0.006
N 0.266 -1.637 -6.267 0.100
C 0.109 -2.673 -5.381 -0.203
C -0.334 -3.966 -5.618 -0.021
C -0.398 -4.824 -4.541 -0.094
C -0.028 -4.396 -3.266 -0.088
C 0.413 -3.111 -3.030 -0.048
C 0.489 -2.215 -4.096 -0.114
S -1.691 0.965 1.062 1.004
H -2.044 1.678 7.385 0.069
H -0.777 2.905 7.427 0.075
H -2.074 3.010 6.236 0.061
H -1.240 0.934 5.134 0.098
H -0.020 0.750 6.384 0.105
H 1.069 2.865 5.673 0.112
H 1.031 1.646 4.397 0.103
H 0.535 3.832 3.474 0.116
H -0.819 4.068 4.601 0.113
H -2.048 2.434 3.424 0.123
H 1.982 -1.121 -1.703 0.084
H 1.886 0.623 -1.298 0.074
H 0.923 0.377 -6.102 0.137
H 0.061 -1.682 -7.252 0.164
H -0.618 -4.283 -6.610 0.108
H -0.739 -5.838 -4.683 0.100
H -0.090 -5.092 -2.443 0.102
H 0.679 -2.824 -2.027 0.071
```

2.
The following is a DFT calculation (ωB97M-V/def2-TZVPD) of a gas-phase ion, C4H12N3 (charge +1) in a non-equilibrium geometry.

Multiplicity: 1
Frontier orbital gap, eV: 10.8
SMILES: C[C@@H](N)CNC=[NH2+]
Net charge: +1
E, eV: -8805.57519

```
19
Properties=species:S:1:pos:R:3:lowdin_charge:R:1
C -1.639 1.319 0.763 -0.033
C -0.672 0.588 -0.164 -0.402
N 0.659 0.857 0.233 0.061
C -0.854 -1.000 -0.171 -0.161
N 0.200 -1.597 -0.759 0.019
C 1.336 -1.250 -0.177 -0.202
N 2.474 -1.063 -0.810 0.181
H -1.353 2.322 1.040 0.092
H -1.639 0.832 1.685 0.063
H -2.598 1.302 0.282 0.090
H -0.902 0.969 -1.091 0.115
H 1.160 1.626 -0.328 0.173
H 0.547 1.156 1.146 0.072
H -0.750 -1.231 0.944 0.160
H -1.765 -1.228 -0.649 0.129
H 0.096 -1.927 -1.748 0.206
H 1.377 -1.410 0.938 0.186
H 2.729 -0.860 -1.774 0.151
H 3.215 -0.916 -0.200 0.100
```

3.
The following is a DFT calculation (ωB97M-V/def2-TZVPD) of 2 unconnected molecules or ions with the total composition C4H12 in a non-equilibrium geometry.

Multiplicity: 2
Frontier orbital gap (spin up / spin down), eV: 12.0 / 4.2
Net charge: +1
E, eV: -4330.73334

```
16
Properties=species:S:1:pos:R:3:lowdin_charge:R:1
C 1.696 -0.391 1.217 0.041
C 1.782 -0.878 -0.212 0.008
H 1.420 0.697 0.944 0.223
H 0.716 -0.636 1.667 0.125
H 2.579 -0.563 1.814 0.112
H 2.028 -0.179 -1.040 0.166
H 2.627 -1.595 -0.308 0.151
H 0.816 -1.302 -0.511 0.124
C -1.883 -0.040 -0.079 -0.152
C -1.589 1.275 -0.780 -0.155
H -2.234 -0.772 -0.816 0.080
H -0.963 -0.518 0.279 0.007
H -2.595 -0.033 0.738 0.076
H -1.474 2.129 -0.103 0.070
H -2.318 1.545 -1.539 0.074
H -0.609 1.261 -1.272 0.050
```

4.
The following is a DFT calculation (ωB97M-V/def2-TZVPD) of a molecular structure, C23H32CdNO5S in a non-equilibrium geometry.

Multiplicity: 1
Frontier orbital gap, eV: 8.2
Net charge: +1
E, eV: -51494.12441

```
63
Properties=species:S:1:pos:R:3:lowdin_charge:R:1
Cd 0.368 0.336 0.262 1.466
O 0.761 4.211 2.787 0.163
C 0.730 3.064 2.131 -0.459
O -0.225 2.678 1.489 0.048
C 1.984 2.262 2.259 -0.179
C 3.072 2.618 3.030 0.033
C 4.157 1.744 3.074 0.000
C 4.119 0.571 2.345 0.042
C 2.998 0.305 1.565 -0.161
N 1.961 1.133 1.547 0.066
C 2.890 -0.959 0.684 -0.626
O 3.679 -1.855 0.917 0.068
O 1.964 -0.923 -0.203 -0.149
H -0.072 4.687 2.668 0.148
H 3.069 3.546 3.583 0.128
H 5.021 1.987 3.677 0.124
H 4.924 -0.151 2.357 0.132
C -1.937 0.042 2.440 -0.045
C -1.359 -0.907 1.402 -0.288
C -2.062 -1.066 0.178 -0.238
C -3.251 -0.174 -0.093 -0.048
C -1.737 -2.116 -0.686 -0.190
C -2.545 -2.387 -1.935 -0.037
C -0.700 -2.997 -0.351 -0.172
C -0.236 -4.040 -1.334 -0.026
C -0.074 -2.917 0.898 -0.188
C 0.887 -3.996 1.320 -0.017
C -0.363 -1.851 1.758 -0.225
C 0.382 -1.747 3.069 -0.035
H -2.029 1.065 2.078 0.056
H -1.344 0.064 3.349 0.070
H -2.936 -0.302 2.716 0.102
H -3.472 -0.104 -1.153 0.055
H -3.092 0.835 0.287 0.075
H -4.137 -0.576 0.407 0.108
H -2.067 -1.974 -2.827 0.077
H -3.550 -1.982 -1.866 0.075
H -2.647 -3.460 -2.082 0.087
H -0.479 -3.760 -2.356 0.076
H -0.689 -5.014 -1.135 0.103
H 0.845 -4.146 -1.268 0.092
H 1.917 -3.729 1.068 0.091
H 0.651 -4.933 0.822 0.081
H 0.836 -4.169 2.393 0.085
H -0.112 -2.335 3.846 0.106
H 0.457 -0.719 3.421 0.065
H 1.396 -2.129 2.957 0.080
C -1.358 3.801 -2.477 -0.114
C -2.103 2.516 -2.788 -0.357
S -1.048 1.024 -2.602 0.974
O -0.065 1.382 -1.498 -0.655
C -0.067 1.139 -4.153 -0.349
C 1.313 1.729 -3.916 -0.119
H -2.073 4.609 -2.324 0.086
H -0.689 4.093 -3.286 0.077
H -0.771 3.685 -1.567 0.063
H -2.494 2.484 -3.805 0.092
H -2.935 2.362 -2.101 0.077
H -0.653 1.719 -4.864 0.089
H 0.004 0.114 -4.516 0.085
H 1.256 2.746 -3.534 0.069
H 1.859 1.742 -4.859 0.089
H 1.874 1.126 -3.205 0.075
```

5.
The following is a DFT calculation (ωB97M-V/def2-TZVPD) of a single C3H5N3O3 molecule in a non-equilibrium geometry.

Multiplicity: 1
Frontier orbital gap, eV: 10.2
SMILES: C=NOC(=NO)ON=C
Net charge: 0
E, eV: -13798.47185

```
14
Properties=species:S:1:pos:R:3:lowdin_charge:R:1
C -2.926 -1.026 -0.028 0.017
N -2.057 -0.137 0.070 -0.050
O -0.794 -0.537 -0.263 0.002
C 0.179 0.408 0.093 -0.424
N 0.120 1.654 0.235 0.092
O -1.053 2.333 -0.170 -0.069
O 1.310 -0.300 0.297 -0.046
N 2.414 0.285 -0.364 0.039
C 3.442 -0.365 0.002 0.001
H -3.959 -0.794 0.296 0.096
H -2.650 -1.997 -0.493 0.104
H -1.795 1.753 0.140 0.067
H 4.365 -0.016 -0.448 0.077
H 3.405 -1.261 0.632 0.093
```

6.
The following is a DFT calculation (ωB97M-V/def2-TZVPD) of a single C6H7NS molecule in a non-equilibrium geometry.

Multiplicity: 1
Frontier orbital gap, eV: 8.3
SMILES: S/C=C\c1ccc[nH]1
Net charge: 0
E, eV: -18656.58749

```
15
Properties=species:S:1:pos:R:3:lowdin_charge:R:1
S -0.675 -2.285 -1.320 0.712
C -1.100 -2.089 0.335 -0.555
C -0.387 -1.084 0.870 -0.207
C 0.488 0.064 0.471 -0.330
C 0.610 1.229 1.221 -0.043
C 1.030 2.189 0.239 -0.171
C 0.875 1.772 -0.978 -0.152
N 0.769 0.313 -0.864 -0.013
H -1.623 -3.223 -1.917 -0.068
H -2.041 -2.868 0.588 0.141
H -0.615 -1.072 2.005 0.127
H 0.451 1.542 2.283 0.119
H 1.155 3.341 0.561 0.148
H 1.280 2.173 -1.906 0.107
H -0.215 -0.001 -1.589 0.184
```